{
  "formula": "C5H5ClNOP",
  "method": "ωB97M-V/def2-TZVPD",
  "total_energy_ha": -1125.09592,
  "smiles": "c1ccncc1.O=PCl",
  "orbital_gap_ev": 9.88,
  "molar_mass_g_mol": 161.53,
  "species": ["C", "C", "C", "C", "C", "N", "O", "P", "Cl", "H", "H", "H", "H", "H"],
  "positions_angstrom": [[-0.914, 0.240, 0.506], [-0.081, -0.765, 0.958], [-0.539, 1.015, -0.633], [1.046, -1.049, 0.176], [0.601, 0.657, -1.296], [1.408, -0.344, -0.896], [3.871, -2.569, -0.610], [3.941, -1.434, -1.538], [4.862, 0.094, -0.629], [-1.866, 0.395, 1.157], [-0.157, -1.433, 1.777], [-1.201, 1.886, -0.880], [1.591, -1.931, 0.438], [0.853, 1.293, -2.108]]
}